Entry from OMol25: a 10-piece molecular cluster, C6H30NO10 overall at a distorted geometry (ωB97M-V with the def2-TZVPD basis set).

Computed properties:
2S+1 = 1
Molar mass = 276.30 g mol⁻¹
HOMO level = -12.38 eV
Total charge = +1
Frontier orbital gap = 9.9 eV

Geometry as XYZ:
```
47
Properties=species:S:1:pos:R:3:forces:R:3:nbo_charge:R:1
O 1.642 4.418 -0.184 0.144 0.097 0.016 -0.49
C 1.858 3.560 0.618 -1.053 -0.350 -0.115 0.44
C 1.181 2.190 0.658 -0.575 0.595 -0.145 -0.15
C 2.339 1.190 0.532 -0.779 -1.815 0.256 -0.46
C 2.393 0.175 1.662 1.144 0.575 -1.498 -0.19
C 2.011 -1.096 1.623 0.354 0.838 2.400 -0.17
C 2.093 -1.767 3.002 -1.558 0.540 0.032 -0.66
N 0.078 2.054 -0.383 0.000 -0.143 0.240 -0.73
H 2.516 3.635 1.501 0.359 0.415 -0.191 0.13
H 0.674 2.233 1.641 0.248 -0.671 -0.330 0.25
H 2.256 0.608 -0.391 -0.090 0.485 -0.130 0.24
H 3.293 1.696 0.493 0.207 0.325 -0.119 0.23
H 3.074 0.506 2.453 -0.822 -0.144 0.450 0.20
H 1.541 -1.624 0.813 -0.213 0.070 -0.324 0.19
H 1.419 -2.612 2.994 0.554 -0.911 0.142 0.22
H 3.084 -1.910 3.401 0.338 -0.662 -0.273 0.23
H 1.598 -1.133 3.771 0.333 0.012 -0.631 0.22
H 0.400 1.650 -1.292 0.281 0.843 0.197 0.47
H -0.790 1.536 -0.154 0.560 -0.374 0.810 0.49
H -0.386 2.958 -0.496 0.456 0.256 -0.574 0.47
H 0.614 -1.491 -1.523 -0.186 0.037 0.340 0.49
H 0.706 -2.435 -2.624 -0.143 0.474 -0.182 0.53
O 0.340 -1.539 -2.448 1.041 -0.474 0.467 -0.95
H 1.655 1.316 -3.467 -0.086 -0.125 -0.743 0.50
H 1.109 0.081 -2.597 0.234 0.183 -1.041 0.50
O 1.488 0.979 -2.596 -0.218 -0.052 1.447 -0.99
H -3.334 0.424 1.172 0.502 -0.611 -0.147 0.48
H -2.134 -0.598 1.081 -0.855 -0.298 -0.172 0.51
O -2.380 0.312 1.295 0.395 0.801 0.117 -0.99
H -2.832 2.712 -1.921 0.317 -0.044 0.132 0.49
H -2.382 1.418 -2.568 0.192 0.044 0.144 0.49
O -2.085 2.094 -1.940 -0.578 -0.124 -0.406 -0.97
H -2.227 -2.725 -3.425 0.446 -0.552 -0.264 0.49
H -1.225 -1.830 -2.467 -1.055 -0.682 -1.213 0.50
O -2.140 -1.978 -2.849 -0.195 1.193 0.996 -1.01
H -4.106 -2.283 -0.417 -0.223 -0.042 0.562 0.46
H -2.941 -2.067 -1.266 0.407 0.032 0.597 0.49
O -3.168 -2.097 -0.302 -0.574 0.086 -1.423 -0.98
H 2.431 -3.469 -0.979 -0.151 0.097 0.050 0.48
H 1.462 -4.569 -1.321 -0.289 0.384 0.186 0.50
O 1.483 -3.619 -1.110 0.593 -0.589 -0.240 -0.97
H -2.641 -2.750 2.432 0.032 0.304 0.428 0.49
H -1.220 -2.025 2.363 -0.526 -0.255 0.585 0.47
O -1.840 -2.621 1.927 0.962 -0.045 -0.522 -0.95
H -1.877 4.079 1.395 0.010 0.070 -0.073 0.48
H -2.957 3.078 1.078 -0.115 -0.259 -0.021 0.49
O -2.072 3.336 0.813 0.177 0.468 0.184 -0.97
```
Forces are in eV/Å.

---

Entry from OMol25: C55H51N6OPS2Sc as an isolated structure (ωB97M-V with the def2-TZVPD basis set).

Computed properties:
2S+1 = 1
Molar mass = 952.12 g mol⁻¹
HOMO level = -8.32 eV
Total charge = +1
Frontier orbital gap = 6.2 eV

Geometry as XYZ:
```
117
Properties=species:S:1:pos:R:3:forces:R:3:mulliken_charge:R:1
Sc 0.360 -0.750 -0.302 -0.261 -0.428 -0.087 -0.27
C -0.832 1.635 4.641 0.005 0.032 0.009 -1.16
N -0.292 0.638 3.729 0.082 -0.075 -0.127 0.31
C -0.068 0.790 2.400 -0.125 -0.057 0.050 -0.20
N 0.466 -0.315 1.899 0.113 0.296 0.074 1.06
C 0.625 -1.196 2.934 -0.004 -0.030 0.010 -1.38
C 0.138 -0.625 4.081 0.014 0.099 0.027 0.90
C 0.066 -1.160 5.447 0.034 -0.037 -0.017 0.00
C 1.204 -1.708 6.032 -0.008 -0.029 0.006 -0.26
C 1.141 -2.244 7.308 0.013 0.003 -0.011 -0.79
C -0.056 -2.234 8.009 -0.014 0.006 0.003 -0.44
C -1.196 -1.697 7.427 0.005 0.004 0.002 -0.76
C -1.137 -1.166 6.148 -0.024 -0.017 0.036 -0.28
C 1.232 -2.528 2.760 -0.071 -0.097 0.067 0.46
C 2.583 -2.646 2.459 0.015 -0.001 -0.015 0.25
C 3.153 -3.896 2.277 -0.002 0.023 -0.014 -0.88
C 2.372 -5.035 2.399 -0.032 -0.023 0.016 -0.48
C 1.025 -4.922 2.719 0.034 -0.029 -0.004 -0.86
C 0.456 -3.674 2.905 -0.005 0.015 -0.069 -0.50
P -0.567 2.263 1.460 0.032 0.070 0.022 -0.62
C 0.800 2.394 0.268 -0.029 -0.095 0.012 -1.34
N 1.110 1.475 -0.631 -0.061 0.070 0.060 1.18
C 2.035 2.028 -1.471 0.037 0.026 0.054 -1.03
C 2.317 3.307 -1.046 -0.005 -0.020 -0.024 0.75
N 1.520 3.524 0.053 0.012 -0.082 -0.035 0.64
C 1.438 4.764 0.810 0.003 0.042 0.010 -1.04
C 3.212 4.330 -1.611 -0.014 0.003 -0.025 -0.25
C 4.265 4.851 -0.863 0.004 0.001 0.006 -0.08
C 5.112 5.799 -1.416 -0.004 0.003 -0.009 -0.85
C 4.914 6.228 -2.720 0.008 0.008 -0.001 -0.42
C 3.867 5.711 -3.471 0.010 -0.003 -0.007 -0.84
C 3.016 4.767 -2.919 0.005 0.010 0.002 -0.05
C 2.505 1.298 -2.656 0.011 0.002 0.011 0.29
C 3.802 1.439 -3.148 -0.003 -0.029 0.004 0.10
C 4.201 0.730 -4.270 0.008 -0.008 -0.011 -0.99
C 3.317 -0.132 -4.906 -0.020 -0.008 -0.004 -0.62
C 2.025 -0.278 -4.422 0.030 0.003 0.007 -0.50
C 1.619 0.443 -3.309 -0.021 -0.026 -0.011 -0.12
C -1.774 1.538 0.309 0.066 -0.033 -0.025 -0.73
N -1.531 0.700 -0.692 -0.097 0.148 -0.044 0.92
C -2.723 0.528 -1.358 0.012 -0.059 0.029 0.05
C -3.703 1.238 -0.703 -0.011 0.011 -0.055 0.55
N -3.084 1.880 0.340 0.047 -0.088 -0.023 0.63
C -3.745 2.749 1.298 -0.024 0.013 0.060 -0.84
C -5.165 1.302 -0.887 0.010 -0.003 0.003 -1.07
C -5.926 0.164 -0.634 0.001 0.005 -0.031 0.15
C -7.302 0.199 -0.802 0.021 -0.003 -0.012 -0.79
C -7.921 1.369 -1.218 -0.021 -0.002 0.013 -0.37
C -7.167 2.507 -1.466 -0.006 0.002 -0.003 -0.83
C -5.790 2.475 -1.300 -0.005 -0.015 -0.014 0.15
C -2.851 -0.282 -2.582 0.022 -0.006 0.009 0.59
C -3.938 -0.136 -3.446 0.025 -0.045 -0.007 -0.69
C -4.045 -0.928 -4.578 -0.020 0.004 -0.014 -0.85
C -3.073 -1.873 -4.875 0.032 -0.007 0.003 -0.81
C -1.975 -2.007 -4.039 -0.017 0.043 -0.010 -1.71
C -1.872 -1.210 -2.912 0.113 0.090 0.052 1.64
H -0.564 2.628 4.288 -0.022 -0.016 0.014 0.43
H -0.402 1.474 5.626 -0.017 0.021 -0.007 0.43
H -1.916 1.551 4.708 0.008 0.015 0.014 0.31
H 2.134 -1.723 5.478 0.008 0.011 0.003 0.46
H 2.028 -2.672 7.755 0.004 0.000 0.007 0.43
H -0.103 -2.651 9.006 -0.004 -0.008 0.009 0.41
H -2.136 -1.704 7.963 -0.005 -0.002 0.011 0.41
H -2.036 -0.781 5.684 -0.005 0.003 -0.005 0.45
H 3.190 -1.753 2.378 0.018 0.052 -0.021 0.66
H 4.206 -3.982 2.043 0.024 -0.009 -0.001 0.47
H 2.812 -6.011 2.250 0.006 -0.016 -0.007 0.44
H 0.415 -5.810 2.814 -0.003 -0.005 0.002 0.46
H -0.599 -3.578 3.125 -0.009 0.009 -0.001 0.55
H 1.732 5.586 0.163 -0.013 -0.001 0.024 0.40
H 2.101 4.733 1.674 -0.007 0.022 -0.004 0.28
H 0.415 4.916 1.144 0.028 0.003 0.012 0.40
H 4.431 4.504 0.150 -0.002 -0.012 0.016 0.47
H 5.929 6.198 -0.831 0.015 0.008 0.007 0.41
H 5.576 6.966 -3.153 0.009 0.011 -0.004 0.42
H 3.711 6.045 -4.487 -0.001 0.007 -0.014 0.44
H 2.200 4.360 -3.501 -0.011 -0.011 -0.006 0.48
H 4.500 2.105 -2.655 0.003 0.028 0.001 0.51
H 5.209 0.847 -4.646 0.012 -0.001 -0.008 0.43
H 3.635 -0.686 -5.779 0.006 -0.012 -0.008 0.43
H 1.326 -0.945 -4.908 -0.008 -0.008 -0.013 0.44
H 0.587 0.371 -2.979 0.007 0.005 0.018 0.46
H -4.763 2.395 1.441 0.011 0.022 0.016 0.36
H -3.771 3.777 0.939 -0.009 -0.006 0.012 0.29
H -3.218 2.710 2.248 -0.022 0.024 -0.014 0.28
H -5.429 -0.747 -0.322 0.014 -0.015 0.009 0.59
H -7.889 -0.689 -0.613 -0.013 -0.013 0.009 0.43
H -8.994 1.394 -1.350 -0.013 0.001 -0.009 0.41
H -7.649 3.417 -1.796 -0.010 0.018 -0.001 0.41
H -5.196 3.355 -1.513 0.010 0.017 -0.003 0.47
H -4.703 0.598 -3.249 -0.046 0.054 0.034 0.52
H -4.896 -0.802 -5.235 -0.010 0.001 -0.006 0.44
H -3.169 -2.493 -5.757 -0.002 -0.017 -0.013 0.44
H -1.199 -2.733 -4.244 0.015 -0.012 -0.012 0.58
H -1.000 -1.335 -2.281 -0.128 -0.168 -0.072 -0.35
C -2.808 -4.461 -0.481 -0.039 -0.060 -0.009 -1.79
C -1.592 -3.578 -0.556 0.081 0.073 -0.033 0.65
S -1.624 -2.134 0.448 0.273 0.042 -0.039 -0.43
C -0.548 -3.892 -1.340 0.025 0.114 0.074 0.76
C -0.529 -5.142 -2.179 -0.020 -0.066 -0.029 -1.83
S 0.903 -2.890 -1.399 -0.172 0.129 0.038 -0.45
H -3.601 -3.985 0.091 0.000 0.007 0.015 0.48
H -2.571 -5.415 -0.002 -0.008 -0.023 0.007 0.32
H -3.198 -4.689 -1.476 0.009 0.009 -0.020 0.32
H -1.388 -5.181 -2.853 -0.016 -0.003 -0.007 0.36
H -0.566 -6.040 -1.558 -0.009 -0.019 0.009 0.36
H 0.375 -5.193 -2.784 0.008 0.008 0.003 0.45
C 4.715 0.078 0.095 0.000 -0.019 0.054 -1.36
C 3.715 -0.848 -0.523 -0.171 -0.280 0.019 1.10
C 4.123 -1.839 -1.560 0.014 0.121 -0.023 -1.14
O 2.545 -0.783 -0.162 0.225 0.317 0.013 0.12
H 5.722 -0.330 0.083 0.020 -0.013 0.007 0.53
H 4.406 0.339 1.105 -0.003 0.011 0.001 0.25
H 4.710 0.992 -0.506 0.033 -0.002 -0.012 0.12
H 5.198 -1.883 -1.708 0.004 0.019 0.019 0.49
H 3.633 -1.573 -2.501 -0.027 -0.014 -0.021 0.10
H 3.718 -2.811 -1.273 0.017 -0.025 -0.007 0.34
```
Forces are in eV/Å.

---

Entry from OMol25: C4H8O2 in the gas phase (ωB97M-V with the def2-TZVPD basis set).

Computed properties:
2S+1 = 1
Molar mass = 88.11 g mol⁻¹
HOMO level = -8.79 eV
Total charge = 0
Frontier orbital gap = 9.7 eV

Geometry as XYZ:
```
14
Properties=species:S:1:pos:R:3:forces:R:3:nbo_charge:R:1
C 1.612 -0.364 0.650 -0.009 0.000 -0.025 -0.63
C 0.135 -0.009 0.740 0.013 -0.219 -0.027 0.06
O -0.058 1.385 0.625 -0.172 0.063 0.177 -0.78
C -0.725 -0.573 -0.405 -0.009 -0.001 0.102 -0.01
C -1.857 0.316 -0.698 -0.279 -0.234 -0.087 -0.30
O -0.480 0.280 -1.588 0.185 0.144 -0.104 -0.54
H 2.038 -0.060 -0.313 -0.089 -0.030 0.114 0.21
H 2.169 0.148 1.440 -0.116 -0.075 -0.116 0.23
H 1.757 -1.444 0.767 -0.042 0.161 -0.024 0.21
H -0.276 -0.385 1.690 -0.002 0.022 -0.137 0.18
H -0.005 1.053 -1.175 -0.119 -0.140 -0.236 0.52
H -0.648 -1.626 -0.674 -0.011 0.168 0.086 0.20
H -1.059 1.390 0.307 0.508 0.297 0.296 0.47
H -2.604 -0.109 -1.366 0.141 -0.155 -0.017 0.17
```
Forces are in eV/Å.

---

Entry from OMol25: C2H3N3O2 as an isolated structure at a distorted geometry (ωB97M-V with the def2-TZVPD basis set).

Computed properties:
2S+1 = 1
Molar mass = 101.06 g mol⁻¹
HOMO level = -9.67 eV
Total charge = 0
Frontier orbital gap = 9.5 eV

Geometry as XYZ:
```
10
Properties=species:S:1:pos:R:3:forces:R:3:nbo_charge:R:1
C 0.807 0.170 -0.452 -0.149 -2.388 -2.531 0.74
C -0.888 -0.339 -0.384 2.032 1.349 -1.301 0.36
O 1.609 -0.416 0.440 -0.080 0.092 0.376 -0.68
N -0.757 0.399 0.723 -1.846 1.129 3.742 -0.15
N -0.868 0.049 1.918 0.070 -0.372 -1.096 -0.31
N -1.730 -0.379 -1.304 0.060 -0.661 0.504 -0.60
O 1.151 0.737 -1.444 0.050 0.474 0.541 -0.57
H 2.535 -0.279 0.179 -0.153 0.167 -0.091 0.50
H -0.493 0.798 2.509 -0.108 0.169 -0.253 0.32
H -1.366 -0.740 -2.183 0.124 0.042 0.110 0.37
```
Forces are in eV/Å.

---

The highest molar mass belongs to which entry? C55H51N6OPS2Sc